# 1
DFT (ωB97M-V/def2-TZVPD) results for 2 unconnected molecules or ions with the total composition C4H12NOS.

Output
<S²>: 0.753
Multiplicity: 2
ΔE to the lowest compared entry with this formula, charge and spin in kJ/mol: 72.92
Total charge: 0
HOMO-LUMO gap (spin up / spin down) in Ha: 0.35470 / 0.24063

Cartesian coordinates (Å):
1 H 3.37 1.36 -0.81
2 H -2.84 -2.62 0.11
3 H 1.20 0.96 -1.55
4 O -3.53 -3.02 -0.40
5 H 0.89 -1.10 1.76
6 S -1.26 -1.76 1.20
7 H -1.39 0.12 -1.01
8 H -3.91 -2.29 -0.90
9 H 0.88 -1.58 0.09
10 H -1.74 1.10 0.44
11 H 2.91 1.09 0.85
12 C 0.29 0.48 0.29
13 C 0.35 -0.98 0.83
14 H -0.93 1.75 -1.02
15 C -1.01 0.90 -0.35
16 C 2.54 1.43 -0.11
17 H 0.54 1.04 1.19
18 H 2.24 2.48 0.00
19 N 1.43 0.64 -0.62

# 2
DFT (ωB97M-V/def2-TZVPD) results for 4 unconnected molecules or ions with the total composition C22H49O12S3.

Output
Multiplicity: 1
Total charge: -1
HOMO-LUMO gap in Ha: 0.20311

Cartesian coordinates (Å):
1 H -1.44 6.41 1.27
2 C -3.15 -3.87 3.45
3 H -1.52 -5.02 4.25
4 S 4.82 -6.91 -0.22
5 C 6.44 -6.70 -0.86
6 O 1.18 -0.04 -2.73
7 H -1.79 5.21 -0.90
8 H 3.64 -8.77 1.45
9 C 2.31 5.12 -0.08
10 H 0.35 4.68 0.76
11 H -5.23 6.18 -1.71
12 H 1.09 -0.53 2.59
13 C 3.70 -9.16 0.43
14 H 4.11 3.23 -1.57
15 H 0.96 -2.11 1.78
16 O -0.69 -1.31 4.79
17 H 2.47 2.71 -2.10
18 H 1.62 -9.65 0.22
19 C 3.28 2.54 -1.38
20 H -0.95 0.19 -0.76
21 C 1.07 5.51 0.75
22 O 1.33 -1.50 -0.73
23 C -1.02 -0.63 -1.47
24 C 0.93 -1.59 2.74
25 H -5.36 5.47 0.82
26 H 2.91 -3.01 -2.12
27 C -3.46 6.61 -0.59
28 O -1.65 -1.25 2.51
29 H -1.50 -1.49 -1.00
30 H 3.66 1.52 -1.51
31 H 0.70 6.91 -0.87
32 H -1.64 6.75 -1.75
33 H 4.01 -10.20 0.50
34 H -1.87 -3.55 5.16
35 C 3.13 3.95 0.50
36 H 4.20 4.17 0.39
37 H 3.09 -4.13 -3.48
38 O 4.78 -6.49 1.15
39 H 1.65 -2.00 3.44
40 H -4.02 4.90 -1.86
41 C -5.74 1.92 -1.36
42 H 2.93 3.89 1.58
43 H -6.63 2.56 0.53
44 H -3.91 -4.44 3.99
45 C 2.37 -9.05 -0.29
46 H -3.77 3.25 -0.26
47 H -3.08 -4.25 2.43
48 C -1.82 -3.97 4.16
49 C 0.41 6.79 0.18
50 H 7.16 -7.12 -0.16
51 C -4.48 5.60 -1.16
52 H -3.61 6.67 0.50
53 H 0.85 7.63 0.72
54 C -1.95 6.29 -0.80
55 C -5.64 2.29 0.14
56 H 0.85 -3.52 -4.33
57 H -1.56 -0.31 -2.37
58 H -4.32 3.47 1.40
59 C 2.37 -3.65 -2.81
60 H 6.59 -5.63 -0.97
61 C 1.35 -2.87 -3.62
62 H 1.88 -4.43 -2.22
63 O -5.38 0.76 -1.67
64 O 0.29 -2.33 -2.81
65 H -3.49 -2.84 3.38
66 H -6.26 4.63 -0.45
67 O -6.16 2.81 -2.12
68 C -4.65 3.46 0.35
69 H 2.03 4.91 -1.12
70 C -5.25 4.83 -0.06
71 H 6.50 -7.19 -1.83
72 H -3.62 7.61 -1.01
73 O 2.83 2.69 -0.04
74 S -0.68 -1.76 3.43
75 S 0.61 -1.07 -1.90
76 H 1.40 5.72 1.78
77 H 2.98 5.99 -0.11
78 H -1.39 7.95 0.40
79 O -0.74 -3.35 3.43
80 C -1.12 6.89 0.34
81 H 2.47 -9.40 -1.32
82 H 1.82 -2.06 -4.18
83 O 3.87 -6.38 -1.15
84 H 2.02 -8.02 -0.32
85 O 4.78 -8.50 -0.26
86 H -5.26 1.41 0.68

# 3
DFT (ωB97M-V/def2-TZVPD) results for a molecular structure, C4H6O2.

Output
Multiplicity: 1
ΔE to the lowest compared entry with this formula, charge and spin in kJ/mol: 892.44
Total charge: 0
HOMO-LUMO gap in Ha: 0.31702

Cartesian coordinates (Å):
1 C 0.53 1.25 0.79
2 O -0.62 0.61 -1.46
3 H -0.97 -0.15 1.32
4 H 1.16 1.02 1.65
5 C -0.33 0.06 0.46
6 H 1.11 -1.81 0.35
7 O -1.53 -0.35 -0.78
8 C -0.36 -1.23 -1.20
9 H -0.08 2.13 1.02
10 H 1.20 1.50 -0.04
11 C 0.34 -1.18 -0.05
12 H -0.46 -1.86 -2.06

# 4
DFT (ωB97M-V/def2-TZVPD) results for a single C5H9NO2 molecule.

Output
Multiplicity: 1
ΔE to the lowest compared entry with this formula, charge and spin in kJ/mol: 244.01
Total charge: 0
HOMO-LUMO gap in Ha: 0.36818

Cartesian coordinates (Å):
1 C -0.93 0.34 -0.16
2 C 1.82 0.52 0.30
3 H -0.87 -0.20 -2.14
4 C 0.45 0.51 0.97
5 H -2.05 1.69 1.00
6 H 2.18 -0.50 0.13
7 H 0.11 -1.02 0.78
8 O 0.10 -2.49 -2.00
9 N -0.72 -0.51 -1.19
10 H 2.54 1.07 0.90
11 H 1.77 0.99 -0.69
12 C -0.19 -1.86 -1.02
13 H 0.19 1.54 1.21
14 H -2.92 0.91 -0.43
15 O 0.09 -2.09 0.23
16 H 0.45 0.07 1.97
17 C -2.02 1.02 0.16